## i
10
Properties=species:S:1:pos:R:3 method="wB97M-V/def2-TZVPD" smiles=Sc1ccco1 orbital_gap_ev=9.00 charge=0
S -2.5600 0.0156 -0.0280
O -0.2367 -1.0856 -0.0417
C 1.1059 -0.8340 -0.0242
C -0.8569 0.1259 0.0256
C 1.3057 0.4959 0.0044
C 0.0062 1.1290 -0.0507
H 2.2451 1.0423 0.0796
H 1.7237 -1.7360 -0.0794
H -0.1227 2.1815 -0.0521
H -2.6102 -1.3346 0.1666


## ii
10
Properties=species:S:1:pos:R:3 method="wB97M-V/def2-TZVPD" orbital_gap_ev=8.23 charge=0
S 2.1707 -0.6207 -1.9491
O 3.0884 0.7948 -1.1131
C 1.9607 1.7477 0.8136
C 0.7854 -1.0482 -1.4448
C -0.4518 -0.8193 -0.6142
C 2.5895 1.3361 -0.1353
H 1.5586 2.2950 1.6618
H -0.5255 0.2600 -0.4315
H -1.3154 -1.2379 -1.0208
H -0.1932 -1.2932 0.3226


## iii
10
Properties=species:S:1:pos:R:3 method="wB97M-V/def2-TZVPD" smiles="O=C/C=C/C=S" orbital_gap_ev=7.11 charge=0
S -2.8581 -0.3716 -0.1165
O 2.4235 0.3914 -0.2060
C -0.2830 0.5785 0.1658
C -1.6573 0.7927 0.0512
C 1.7633 -0.6528 -0.0494
C 0.3088 -0.5784 0.0856
H 0.4048 1.3556 0.2792
H -2.1032 1.8097 -0.4116
H -0.1957 -1.6136 0.2779
H 2.1969 -1.7115 -0.0763


The energy of each structure relative to the most stable one, in eV, is as follows: i 0.000; ii 3.869; iii 1.692.


## i
12
Properties=species:S:1:pos:R:3 method="wB97M-V/def2-TZVPD" orbital_gap_ev=9.21 charge=0
S 3.2663 0.1279 -0.1485
S -1.9774 1.3209 -0.2668
S -1.2776 -1.6319 -0.2137
C 0.4048 0.5370 0.7059
C 1.4934 -0.0152 0.1525
C -0.9437 -0.0728 0.6547
H -1.6688 -1.0707 -1.4584
H -1.4658 -0.0118 1.6964
H -2.6419 1.7334 0.8364
H 0.5457 1.5809 1.0980
H 1.1571 -1.3393 -0.3974
H 3.5599 1.4619 0.3757


## ii
12
Properties=species:S:1:pos:R:3 method="wB97M-V/def2-TZVPD" smiles="S/C=C/C(S)S" orbital_gap_ev=9.75 charge=0
S -2.3156 -1.1607 -0.4503
S 3.0811 -0.7199 -0.5134
S -1.4047 0.8602 1.7322
C 1.4052 0.0772 -0.5164
C -1.0112 0.0506 0.1325
C 0.3599 -0.5357 0.0396
H 0.3706 -1.6078 0.4784
H -0.9253 0.9012 -0.4450
H -0.4358 0.2685 2.4468
H -3.3849 -0.6072 0.1897
H 1.4350 0.9641 -1.0283
H 3.4836 -0.3469 -1.7924


The energy of each structure relative to the most stable one, in eV, is as follows: i 1.708; ii 0.000.


## i
39
Properties=species:S:1:pos:R:3 method="wB97M-V/def2-TZVPD" orbital_gap_ev=9.06 charge=0
Cl 2.7340 -2.4437 2.4676
Cl 5.6982 -2.7447 -2.0052
O -1.9301 1.0011 1.4173
O 0.5083 -2.6808 0.7161
O -2.7476 -0.3113 -0.2309
N -2.0657 2.2610 0.8124
N -2.8480 6.6758 -1.1796
N -4.2346 1.9548 -0.1350
C -0.7262 -2.7505 0.0267
C 3.0014 -2.8311 -1.9914
C -4.1499 4.8341 -0.4019
C 4.1540 -2.7266 -1.2346
C -2.2210 -0.1593 0.8500
C -1.8033 -1.2852 1.7716
C 2.8460 -2.5937 0.7559
C 1.7637 -2.8182 -1.3697
C 1.6603 -2.7002 0.0125
C -4.0068 6.1424 -0.8385
C -3.0880 2.6287 0.1408
C -1.7656 5.9222 -1.0841
C -3.0109 4.0387 -0.3112
C 4.0840 -2.6068 0.1460
C -1.8375 -2.6384 1.0664
C -1.7867 4.6049 -0.6559
H -0.8379 6.4013 -1.3675
H -0.8067 -3.7064 -0.5073
H -4.8651 6.7964 -0.9202
H -2.4856 -1.2821 2.6242
H -4.8427 2.3597 -0.8289
H -2.7957 -2.7695 0.5627
H -0.8015 -1.0771 2.1482
H -0.8080 -1.9307 -0.6968
H -1.7096 -3.4304 1.8042
H -4.1808 0.9429 -0.1547
H 0.8765 -2.9013 -1.9758
H -0.8866 4.0179 -0.5846
H -5.1215 4.4606 -0.1154
H 3.0641 -2.9232 -3.0638
H 4.9800 -2.5237 0.7392


## ii
39
Properties=species:S:1:pos:R:3 method="wB97M-V/def2-TZVPD" smiles="N#CC1=C(C#N)C(=O)C(Cl)=C(Cl)C1=O.CC(C)=CN1CCOCC1" orbital_gap_ev=3.80 charge=0
Cl 5.1281 2.1360 3.7346
Cl 5.0793 -0.9780 3.1116
O 2.3935 -1.9210 2.3746
O -2.9024 0.8078 -3.9433
O 2.4930 3.3962 3.2396
N -1.1691 -0.9531 2.7340
N -1.6408 -0.0971 -1.6107
N -0.9843 2.7811 3.0050
C 3.6735 -0.0202 3.0499
C 0.1937 -2.6510 0.2630
C -0.0831 -0.5142 2.6582
C 2.4889 2.1722 3.1453
C 1.1922 0.0979 2.6366
C 2.4140 -0.7215 2.6705
C 0.0224 2.1856 2.9387
C 1.2365 1.4466 2.8924
C -3.2107 1.4363 -2.6966
C -2.9871 0.4948 -1.5262
C -1.5449 0.3695 -4.0209
C 1.2631 -0.5693 -0.7446
C 3.7053 1.3267 3.2852
C -1.2348 -0.7572 -0.4861
C 0.0356 -1.2710 -0.2744
C -1.2077 -0.6226 -2.9179
H -1.4859 -0.1219 -5.0022
H -1.7205 -1.5825 -3.1419
H 1.0715 0.4989 -0.9135
H 0.3595 -3.3673 -0.5633
H -1.9978 -0.8519 0.2962
H 1.6670 -1.0271 -1.6604
H -3.7542 -0.3022 -1.5416
H 1.0568 -2.7092 0.9423
H -0.1260 -0.7988 -2.9060
H -2.6067 2.3514 -2.5424
H -3.0526 1.0448 -0.5792
H -0.6993 -2.9613 0.8184
H -4.2769 1.6873 -2.7725
H 2.0493 -0.6593 0.0184
H -0.8386 1.2244 -3.9710


The energy of each structure relative to the most stable one, in eV, is as follows: i 0.000; ii 3.461.


## i
10
Properties=species:S:1:pos:R:3 method="wB97M-V/def2-TZVPD" smiles="O=c1c(O)non1O" orbital_gap_ev=9.71 charge=0
O 0.6412 -1.4206 -0.2436
O -2.2515 0.2770 0.1340
O 2.3550 0.0293 0.1504
O 0.1778 2.0581 -0.2159
N 1.1323 -0.0291 -0.4197
N -0.6749 -1.3475 -0.0649
C -1.0158 -0.1265 -0.0819
C 0.1238 0.8640 -0.1371
H 2.3175 0.1083 1.1346
H -2.8055 -0.4130 -0.2557


## ii
10
Properties=species:S:1:pos:R:3 method="wB97M-V/def2-TZVPD" orbital_gap_ev="7.56 / 7.56" charge=0
O -0.6104 -0.1122 -1.5949
O -0.4254 -2.0089 0.5249
O -0.7164 1.6680 -0.1080
O -0.3469 -0.4250 2.1175
N 1.5660 -0.1331 0.2491
N 1.4177 0.7208 -0.5458
C -0.0690 -0.8168 1.0252
C -0.2043 0.6269 -0.7418
H -0.3744 2.4915 -0.4973
H -0.2369 -2.0114 -0.4289


The energy of each structure relative to the most stable one, in eV, is as follows: i 1.188; ii 0.000.


## i
13
Properties=species:S:1:pos:R:3 method="wB97M-V/def2-TZVPD" smiles="C1=C[PH2]=NNC1" orbital_gap_ev=8.20 charge=0
P 1.4995 -0.1684 0.1832
N -0.1131 1.7573 -0.2716
N 1.2217 1.3002 -0.4098
C -0.9153 -0.5412 -0.2641
C -0.9160 0.7446 0.5149
C 0.2740 -1.2286 -0.4244
H -0.4132 1.7421 -1.2877
H 1.3555 -0.3311 1.6118
H -2.0334 0.9638 0.6329
H 0.3859 -1.9131 -1.2520
H -1.8140 -0.7728 -0.8212
H 2.7727 -0.5941 -0.3248
H -0.3250 0.7213 1.4623


## ii
13
Properties=species:S:1:pos:R:3 method="wB97M-V/def2-TZVPD" orbital_gap_ev="7.07 / 8.40" charge=0
P 2.2411 0.9340 -1.4039
N 1.0859 -0.0731 -0.8299
N -1.4829 0.2576 -0.7573
C -1.4453 -0.2167 0.5473
C 0.9841 -0.6797 0.3433
C -0.1844 -0.9250 0.9768
H 1.8848 -0.9587 0.8820
H -1.6611 0.6178 1.2363
H 1.5384 1.3047 -2.5547
H -2.2413 -0.9705 0.6997
H -1.2686 -0.4786 -1.4278
H 1.9821 2.1267 -0.6990
H -0.2246 -1.5323 1.8669


The energy of each structure relative to the most stable one, in eV, is as follows: i 0.000; ii 0.394.